1.
{"formula": "C2H9NS", "method": "ωB97M-V/def2-TZVPD", "gap_ev": [2.7, 8.8], "multiplicity": 2, "e_lumo_ev": [3.8722, 3.8257], "charge": -1, "s2": 0.75, "species": ["S", "H", "C", "N", "C", "H", "H", "H", "H", "H", "H", "H", "H"], "coordinates": [[2.418, 0.055, 2.184], [2.561, 1.407, 1.932], [-1.611, 0.481, -0.228], [-0.181, 0.224, -0.194], [0.234, -0.923, -0.975], [-2.014, 0.801, -1.203], [-1.813, 1.317, 0.454], [-2.128, -0.371, 0.162], [0.318, 1.015, -0.597], [1.092, -0.229, 2.114], [-0.298, -1.045, -1.938], [1.289, -0.850, -1.249], [0.132, -1.882, -0.463]]}


2.
{"formula": "C36H28IrN2O8Te", "method": "ωB97M-V/def2-TZVPD", "gap_ev": 6.7, "e_lumo_ev": -3.8925, "charge": 1, "species": ["Ir", "O", "C", "O", "C", "C", "C", "C", "C", "N", "C", "O", "O", "H", "H", "H", "H", "C", "C", "C", "C", "C", "O", "C", "C", "C", "C", "C", "C", "C", "O", "C", "C", "C", "N", "C", "C", "Te", "C", "C", "C", "C", "C", "C", "C", "C", "C", "C", "C", "C", "H", "H", "H", "H", "H", "H", "H", "H", "H", "H", "H", "H", "H", "H", "H", "H", "H", "H", "H", "H", "H", "H", "H", "H", "O", "O"], "coordinates": [[1.021, -0.767, 0.432], [3.248, -2.965, -2.251], [2.454, -2.420, -1.371], [2.610, -1.266, -0.963], [1.324, -3.273, -0.881], [0.960, -4.531, -1.298], [-0.199, -5.087, -0.744], [-0.963, -4.375, 0.164], [-0.540, -3.105, 0.538], [0.586, -2.632, 0.033], [-1.255, -2.096, 1.445], [-2.284, -2.403, 1.988], [-0.646, -0.939, 1.549], [3.929, -2.322, -2.514], [1.546, -5.064, -2.034], [-0.511, -6.077, -1.048], [-1.881, -4.770, 0.578], [-0.093, 5.143, 4.289], [0.281, 4.068, 3.302], [1.540, 3.488, 3.297], [1.866, 2.482, 2.394], [3.205, 1.837, 2.477], [4.207, 2.432, 2.799], [3.273, 0.357, 2.194], [2.146, -0.469, 2.434], [2.247, -1.843, 2.207], [3.480, -2.398, 1.786], [4.556, -1.585, 1.564], [4.450, -0.193, 1.763], [0.957, 2.063, 1.414], [1.380, 1.213, 0.461], [-0.336, 2.617, 1.433], [-0.646, 3.590, 2.383], [-1.436, 2.151, 0.540], [-1.399, 2.137, -0.740], [-0.264, 2.623, -1.518], [-0.478, 2.027, -2.900], [-1.873, 0.458, -2.580], [-1.168, -0.624, -4.246], [-1.119, 0.002, -5.487], [-0.695, -0.712, -6.599], [-0.324, -2.043, -6.470], [-0.379, -2.665, -5.232], [-0.806, -1.959, -4.114], [-2.691, 1.674, 1.180], [-2.679, 1.157, 2.472], [-3.847, 0.671, 3.038], [-5.034, 0.709, 2.323], [-5.058, 1.237, 1.037], [-3.892, 1.718, 0.469], [0.786, 5.516, 4.812], [-0.792, 4.762, 5.036], [-0.574, 5.984, 3.790], [2.293, 3.803, 4.010], [1.315, -0.073, 3.006], [1.465, -2.490, 2.587], [3.573, -3.473, 1.689], [5.505, -2.011, 1.264], [5.304, 0.454, 1.609], [-1.653, 3.994, 2.393], [0.680, 2.277, -1.108], [-0.261, 3.715, -1.550], [0.408, 1.679, -3.421], [-1.066, 2.676, -3.559], [-1.406, 1.042, -5.603], [-0.658, -0.229, -7.566], [0.003, -2.596, -7.340], [-0.097, -3.707, -5.138], [-0.864, -2.441, -3.146], [-1.750, 1.104, 3.021], [-3.827, 0.252, 4.034], [-5.945, 0.330, 2.769], [-5.988, 1.286, 0.486], [-3.904, 2.161, -0.518], [0.017, -0.355, -1.215], [-1.333, -0.932, -1.337]]}


The following relative energy (zero: lowest compared OMol25 entry of this formula, charge and spin) values (in kJ/mol) correspond, in order, to the records above: 33.89 25.25.